Entry 1:
The following is a DFT calculation (ωB97M-V with the def2-TZVPD basis set) of C5H7NS as an isolated structure in a non-equilibrium geometry.

As for the LUMO energy: 0.0103 Ha. The electronic energy comes out at -17621.7506 eV. As for the gap between HOMO and LUMO: 8.480 eV.

```
14
Properties=species:S:1:pos:R:3:lowdin_charge:R:1
C 1.308 -0.081 -0.061 -0.783
C 0.187 0.174 0.970 -0.245
C -0.774 -0.939 0.575 -0.192
C 0.194 0.248 -1.074 -0.311
C -0.224 1.291 -0.039 -0.086
H 0.367 0.349 2.024 0.137
H -0.528 -1.860 1.080 0.115
H -1.763 -0.643 0.964 0.115
H -0.405 -1.651 -1.320 0.103
H 0.459 0.494 -2.100 0.142
H -1.295 1.531 -0.035 0.121
H 0.406 2.203 -0.034 0.128
N -0.789 -0.829 -0.889 0.001
S 2.857 -0.287 -0.061 0.753
```



Entry 2:
The following is a DFT calculation (ωB97M-V with the def2-TZVPD basis set) of one molecule with the formula C5H7NS in a non-equilibrium geometry.

The structure (SMILES) is C#C[C@H]1SC[C@H]1N. As for the LUMO energy: 0.0336 Ha. The electronic energy comes out at -17621.1770 eV. As for the gap between HOMO and LUMO: 9.889 eV.

```
14
Properties=species:S:1:pos:R:3:lowdin_charge:R:1
C 2.379 -0.894 -0.713 0.113
C 1.581 -0.425 0.042 -0.160
C 0.572 0.148 0.976 -0.507
S 0.413 2.020 0.900 0.849
C -0.909 1.431 -0.215 -0.423
C -0.894 0.002 0.458 -0.454
N -1.158 -1.096 -0.477 0.037
H 3.094 -1.318 -1.399 0.036
H 0.578 -0.255 1.957 0.087
H -0.584 1.423 -1.242 0.061
H -1.935 1.916 -0.171 0.095
H -1.595 0.023 1.280 0.126
H -0.915 -2.004 -0.070 0.083
H -0.628 -0.973 -1.325 0.058
```



Entry 3:
The following is a DFT calculation (ωB97M-V with the def2-TZVPD basis set) of one molecule with the formula C5H7NS in a non-equilibrium geometry.

The structure (SMILES) is C=CN(C=C)C=S. As for the LUMO energy: 0.0067 Ha. The electronic energy comes out at -17621.7931 eV. As for the gap between HOMO and LUMO: 8.737 eV.

```
14
Properties=species:S:1:pos:R:3:lowdin_charge:R:1
C -2.613 -0.835 0.325 0.027
C -1.899 0.121 -0.240 -0.208
N -0.505 0.272 -0.202 -0.163
C -0.085 1.633 0.034 -0.131
C 1.190 2.131 0.138 0.026
C 0.224 -0.876 -0.210 -0.668
S 1.823 -1.159 0.041 0.638
H -3.724 -0.784 0.350 0.077
H -2.172 -1.662 0.843 0.055
H -2.489 0.879 -0.786 0.124
H -1.006 2.226 0.029 0.102
H 1.248 3.212 0.318 0.055
H 2.059 1.438 0.176 0.002
H -0.453 -1.712 -0.453 0.065
```



Entry 4:
The following is a DFT calculation (ωB97M-V with the def2-TZVPD basis set) of one molecule with the formula C5H7NS in a non-equilibrium geometry.

The structure (SMILES) is C=C1SC[C@@H]2N[C@@H]12. As for the LUMO energy: 0.0300 Ha. The electronic energy comes out at -17619.6050 eV. As for the gap between HOMO and LUMO: 9.438 eV.

```
14
Properties=species:S:1:pos:R:3:lowdin_charge:R:1
C -0.877 -0.519 2.216 -0.010
C -0.305 -0.513 1.021 -0.562
S -0.624 -1.670 -0.364 0.877
C 0.011 -0.476 -1.707 -0.367
C -0.066 0.764 -0.893 -0.373
N 0.768 1.792 -0.163 0.109
C 0.691 0.426 0.335 -0.359
H -0.428 0.179 2.940 0.077
H -1.638 -1.268 2.400 0.055
H 0.979 -0.830 -2.067 0.079
H -0.678 -0.491 -2.544 0.065
H -1.114 1.103 -0.734 0.152
H 1.720 1.752 -0.608 0.116
H 1.562 -0.249 0.169 0.141
```



Record order is preserved below.
Energy above the lowest of the compared OMol25 structures with the same formula, charge and spin: 1.895; 2.469; 1.853; 4.041 eV